DFT (ωB97M-V with the def2-TZVPD basis set) results for a structure of composition C6H9N at a distorted geometry.

Each line ends with the Löwdin charge.
Positions of all 16 atoms, in Å:
H -0.242 -1.840 -0.857  0.105
H -0.195 2.374 -1.452  0.070
H 2.761 0.595 1.402  0.076
C -0.569 -0.893 -0.437  -0.121
H -0.961 -2.341 2.960  0.017
C -0.804 1.539 -1.109  -0.101
C -0.015 0.257 -1.115  -0.279
H -1.646 -0.843 -0.313  0.109
H -1.667 1.452 -1.776  0.080
C -0.559 -1.768 2.164  0.079
H 0.493 0.040 -2.050  0.113
C 2.001 0.398 0.661  -0.112
C -0.102 -1.154 1.211  -0.215
H 1.045 -0.488 1.176  0.043
N 1.631 0.910 -0.359  0.053
H -1.171 1.764 -0.106  0.083

## Properties
- frontier orbital gap (eV) = 8.172
- energy (eV) = -7851.6985
- max |F| (Eh/bohr) = 0.0667
- LUMO (eV) = 0.762
- ΔE to the lowest compared entry with this formula, charge and spin (kcal per mole) = 149.0
- charge = 0


DFT (ωB97M-V with the def2-TZVPD basis set) results for a structure of composition C19H38ClF3O5S2Ta at a distorted geometry.

Each line ends with the Löwdin charge.
Positions of all 69 atoms, in Å:
H 3.520 -1.149 -0.812  0.040
C 0.033 4.144 -3.067  -0.231
F -0.676 -0.384 -3.224  0.026
H -1.518 0.853 -0.877  0.019
H -3.064 1.308 0.952  0.103
C 0.687 0.609 2.192  -0.370
H -3.736 -1.877 0.675  0.052
S -4.834 -0.796 2.590  0.606
C -2.771 0.195 0.983  -0.378
H -1.377 2.832 -0.015  0.084
H -1.817 -2.169 1.961  0.047
H 0.518 2.178 -4.652  0.086
C -0.818 3.672 0.507  -0.227
O -0.057 -3.805 -1.354  -0.417
H 1.792 3.057 -5.652  0.092
H 1.845 -1.743 3.338  0.040
H 1.371 2.954 0.776  0.058
C 0.436 3.191 1.373  -0.219
S 0.312 -2.366 -1.583  0.581
H 3.739 -3.773 -0.297  0.076
C -2.632 -4.495 0.310  -0.016
C 3.650 -1.559 0.233  -0.324
O -0.429 -3.739 1.625  -0.164
C -0.515 4.829 -0.555  -0.204
Ta 0.389 -0.833 0.450  1.619
H -1.212 1.987 2.260  0.075
Cl 1.574 0.854 -1.039  0.060
C -0.696 -2.325 1.870  -0.293
O 1.715 -2.399 -2.198  -0.446
H 1.814 0.865 2.250  0.066
H -2.413 -3.737 -0.513  0.059
H -0.538 3.149 -3.049  0.122
F -0.193 -2.376 -4.205  0.023
H -1.476 4.940 -1.189  0.105
H -2.165 -0.852 -0.832  0.033
C -1.686 -0.023 -0.176  -0.374
H 3.418 -2.594 2.915  0.071
H -3.910 -1.430 3.402  -0.139
C -0.758 -1.771 -3.038  -0.512
H 0.142 2.354 3.383  0.104
H -3.748 -4.356 0.562  0.092
H 2.261 2.361 -4.022  0.088
F -2.087 -2.267 -2.990  0.031
H -0.323 5.797 0.011  0.102
C 2.738 -1.722 2.640  -0.168
C -4.033 -0.790 0.891  -0.532
H -2.258 0.004 1.993  0.058
H -2.552 -5.533 -0.172  0.100
C 4.476 -2.956 0.036  -0.132
H -0.721 4.947 -3.394  0.122
C -1.740 -4.336 1.612  -0.415
H 1.256 5.442 -1.738  0.113
H 0.718 4.090 2.041  0.111
H 4.310 -0.836 0.845  0.101
H 1.320 3.612 -1.280  0.053
O 1.113 4.184 -4.030  -0.235
C 0.655 4.471 -1.608  -0.163
C -0.081 1.974 2.308  -0.291
H -1.570 4.121 1.263  0.118
H 3.351 -0.773 2.827  0.067
C 2.341 -1.900 1.068  -0.481
O -2.275 -4.655 2.704  0.036
H 0.495 0.006 3.161  0.052
C 1.408 2.881 -4.579  -0.127
H 2.150 -3.036 0.961  0.079
H 5.083 -3.242 0.952  0.061
H -4.838 -0.406 0.176  0.084
H -0.270 -2.092 2.922  0.071
H 5.155 -2.771 -0.880  0.070

## Properties
- frontier orbital gap (eV) = 6.770
- energy (eV) = -74448.1080
- max |F| (Eh/bohr) = 0.1238
- LUMO (eV) = 1.181
- charge = -1


DFT (ωB97M-V with the def2-TZVPD basis set) results for a cluster of 2 separate species, C2H10NS2 in total at a distorted geometry.

Each line ends with the Löwdin charge.
Positions of all 15 atoms, in Å:
H -1.732 2.598 -0.025  0.131
H -1.109 1.336 -0.996  0.167
H -2.654 1.243 -0.395  0.151
C 0.601 -0.755 -0.138  -0.640
H 1.132 -2.852 -0.700  0.079
S -0.172 0.622 2.410  0.367
H 0.592 1.747 2.225  -0.131
S 0.864 -1.026 1.662  0.507
H 0.957 0.261 -0.360  0.055
C 1.389 -1.819 -0.980  -0.143
H 2.445 -1.664 -0.764  0.069
H 1.245 -1.658 -2.075  0.090
H -0.483 -0.803 -0.381  0.054
N -1.732 1.614 -0.176  0.264
H -1.342 1.155 0.692  -0.020

## Properties
- frontier orbital gap (eV) = 9.178
- energy (eV) = -25390.0252
- max |F| (Eh/bohr) = 0.0510
- LUMO (eV) = -3.937
- ΔE to the lowest compared entry with this formula, charge and spin (kcal per mole) = 11.3
- charge = +1


DFT (ωB97M-V with the def2-TZVPD basis set) results for an isolated molecule of C21H21FN2O5S at a distorted geometry.

Each line ends with the Löwdin charge.
Positions of all 51 atoms, in Å:
H -4.128 2.507 0.129  0.124
C -0.944 -1.988 -1.229  -0.208
H 4.668 1.871 0.198  0.114
O 3.271 -0.384 -1.186  -0.321
H 3.657 -1.793 2.011  0.113
H -1.772 3.114 -0.341  0.121
H 4.137 1.259 1.795  0.113
C 3.906 1.315 0.735  -0.131
C -1.276 0.315 1.495  -0.003
H -6.416 -0.574 2.224  0.096
C 2.948 -1.337 1.326  -0.114
H -2.795 -0.903 2.337  0.110
C 2.107 2.739 -0.443  -0.237
O -4.941 0.539 1.460  -0.073
H -2.303 -3.344 -0.287  0.117
H 3.567 4.239 -0.819  0.088
C 1.980 -2.390 0.797  -0.524
S 3.935 -0.416 0.098  0.708
C -2.203 -2.415 -0.830  -0.030
H 0.052 -3.625 -0.241  0.122
C -3.181 -0.483 -1.814  -0.284
C -3.623 0.775 1.265  -0.282
H 0.686 -3.225 -1.854  0.138
O 0.751 2.724 -0.415  0.132
F -4.275 0.252 -2.103  0.063
H -4.956 -0.524 3.244  0.098
C -0.826 -0.792 -1.930  -0.027
C 2.814 3.667 -1.359  0.008
C -1.940 -0.029 -2.221  -0.002
H 0.146 -0.455 -2.257  0.120
N 1.453 1.201 1.020  0.177
C -2.589 -0.020 1.755  -0.008
H -0.473 -0.300 1.867  0.116
C 0.286 -2.804 -0.922  -0.110
C 0.412 1.771 0.478  -0.272
C -3.331 -1.671 -1.125  -0.011
H 1.647 -1.190 -0.795  0.081
C 2.546 1.802 0.452  -0.295
H -4.977 -1.516 1.759  0.088
C -2.005 2.238 0.245  -0.014
H -1.861 0.901 -2.760  0.124
H 2.354 -0.569 1.821  0.080
O 1.809 -3.442 1.374  0.068
H 3.310 3.107 -2.151  0.091
C -5.327 -0.585 2.216  -0.080
C -0.967 1.446 0.741  -0.156
H -4.317 -1.999 -0.834  0.119
N 1.292 -1.987 -0.281  0.074
C -3.314 1.909 0.507  0.000
O 5.286 -0.899 0.113  -0.310
H 2.097 4.351 -1.805  0.088

## Properties
- frontier orbital gap (eV) = 8.580
- energy (eV) = -48888.3206
- max |F| (Eh/bohr) = 0.0292
- LUMO (eV) = 0.469
- ΔE to the lowest compared entry with this formula, charge and spin (kcal per mole) = 4.7
- charge = 0


DFT (ωB97M-V with the def2-TZVPD basis set) results for a cluster of 2 separate species, C5H6N2 in total at a distorted geometry.

Each line ends with the Löwdin charge.
Positions of all 13 atoms, in Å:
N -2.869 0.500 -1.056  0.040
C -0.183 0.511 0.970  -0.201
H 0.942 -0.138 -2.177  0.076
H -0.999 1.002 1.392  0.101
C 0.163 -1.264 -0.518  -0.072
C -0.227 -0.865 0.685  -0.197
H 0.148 -2.301 -0.861  0.101
H 0.433 2.040 -0.604  0.057
H 0.690 0.590 1.566  0.125
H -0.583 -1.580 1.419  0.108
N -2.760 1.051 -1.991  0.038
C 0.528 0.028 -1.221  -0.084
C 0.289 1.063 -0.377  -0.091

## Properties
- frontier orbital gap (eV) = 9.882
- energy (eV) = -8261.5534
- max |F| (Eh/bohr) = 0.0929
- LUMO (eV) = 1.288
- ΔE to the lowest compared entry with this formula, charge and spin (kcal per mole) = 18.6
- charge = 0


DFT (ωB97M-V with the def2-TZVPD basis set) results for a cluster of 2 separate species, C5H6N2OS in total at a distorted geometry.

Each line ends with the Löwdin charge.
Positions of all 15 atoms, in Å:
C 0.873 -0.549 -1.137  -0.075
H 1.499 0.254 1.583  0.082
H 0.997 -0.499 -2.253  0.137
S -2.969 1.039 -0.188  0.576
C -2.232 -1.480 0.433  0.069
C 0.829 0.926 1.027  -0.003
C 0.560 -1.767 -0.610  -0.272
N 0.297 -2.641 0.085  0.144
H 0.941 2.037 1.247  0.096
H -0.308 0.598 1.383  0.122
O 1.252 1.711 -1.213  0.114
H -1.620 -2.259 0.737  0.020
N -2.579 -0.414 0.059  -0.708
C 0.947 0.661 -0.495  -0.370
H 1.514 2.382 -0.659  0.066

## Properties
- frontier orbital gap (eV) = 8.907
- energy (eV) = -21141.4990
- max |F| (Eh/bohr) = 0.1230
- LUMO (eV) = 0.417
- ΔE to the lowest compared entry with this formula, charge and spin (kcal per mole) = 83.0
- charge = 0